[1]
The following is a DFT calculation (the ωB97M-V functional and the def2-TZVPD basis) of a cluster of 2 separate species, C4H6NO in total at a distorted geometry.

```
12
Properties=species:S:1:pos:R:3:mulliken_charge:R:1
O 3.082 0.729 -0.143 -0.26
N 0.457 -0.219 -0.162 -0.28
C -2.980 0.624 0.186 -0.55
C 2.695 -0.368 0.322 0.16
C -2.104 -0.294 -0.238 -0.36
C -0.697 -0.199 -0.183 0.35
H -2.340 -1.218 -0.491 0.37
H -2.674 1.701 0.502 0.23
H 2.396 -0.430 1.309 0.31
H 3.451 0.652 -1.074 0.44
H 2.717 -1.413 -0.195 0.27
H -4.003 0.434 0.167 0.31
```

As for the net charge: +1. The value obtained for the relative energy (zero: lowest compared OMol25 entry of this formula, charge and spin) is 211.7 kJ/mol. Its LUMO energy is -5.21 eV. The spin multiplicity is 1. Its molar mass is 84.1 g/mol. Its electronic energy is -7772.7031 eV.


[2]
The following is a DFT calculation (the ωB97M-V functional and the def2-TZVPD basis) of the ion C4H6NO with charge +1 at a distorted geometry.

```
12
Properties=species:S:1:pos:R:3:mulliken_charge:R:1
O 1.657 -0.617 -0.035 -0.22
N -0.524 0.115 -0.057 0.04
C 0.344 -1.007 -0.220 -0.44
C -1.803 -0.141 0.132 -0.28
C 1.795 0.693 0.102 0.11
C 0.114 1.271 -0.061 -0.31
H -0.029 -1.745 0.464 0.41
H -0.067 2.216 0.512 0.34
H -2.567 0.590 0.065 0.31
H -1.986 -1.161 -0.022 0.28
H 0.190 -1.290 -1.205 0.40
H 2.876 1.076 0.324 0.35
```

As for the structure (SMILES): C=[N+]1C=COC1. As for the net charge: +1. The value obtained for the relative energy (zero: lowest compared OMol25 entry of this formula, charge and spin) is 398.7 kJ/mol. Its LUMO energy (spin up / spin down) is -5.82 / -5.81 eV. The spin multiplicity is 1. Its molar mass is 84.1 g/mol. Its electronic energy is -7770.7645 eV.


[3]
The following is a DFT calculation (the ωB97M-V functional and the def2-TZVPD basis) of a cluster of 2 separate species, C4H6NO2 in total at a distorted geometry.

```
13
Properties=species:S:1:pos:R:3:mulliken_charge:R:1
O -1.139 2.850 -0.038 -0.46
O -0.145 3.040 -2.219 -0.69
N -1.897 1.916 -1.023 -0.68
C -0.924 2.637 -1.395 0.88
C 0.916 -2.400 0.126 -0.75
C 0.149 -1.327 0.108 0.01
C 0.285 -0.167 1.025 -0.84
H 0.257 0.755 0.452 0.14
H -0.644 -1.232 -0.626 0.36
H 0.805 -3.212 -0.575 0.25
H 1.204 -0.224 1.609 0.31
H 1.705 -2.516 0.853 0.24
H -0.570 -0.121 1.702 0.22
```

As for the net charge: -1. The value obtained for the relative energy (zero: lowest compared OMol25 entry of this formula, charge and spin) is 307.8 kJ/mol. Its LUMO energy is 3.73 eV. The spin multiplicity is 1. Its molar mass is 100.1 g/mol. Its electronic energy is -9828.4928 eV.


[4]
The following is a DFT calculation (the ωB97M-V functional and the def2-TZVPD basis) of a cluster of 2 separate species, C4H6NO2 in total at a distorted geometry.

```
13
Properties=species:S:1:pos:R:3:mulliken_charge:R:1
O 3.045 1.232 0.412 -0.72
O 3.116 -1.072 -0.553 -0.53
N 1.702 -0.722 0.114 -0.48
C -1.176 1.382 -0.033 -0.73
C -0.930 0.184 -0.544 -0.19
C -1.376 -1.011 0.307 -0.92
C 2.657 0.109 0.080 0.73
H -0.379 -0.115 -1.389 0.41
H -0.828 2.222 -0.589 0.23
H -1.509 -1.824 -0.478 0.21
H -1.555 1.633 0.867 0.33
H -2.286 -0.929 0.903 0.36
H -0.481 -1.088 0.902 0.30
```

As for the net charge: -1. The value obtained for the relative energy (zero: lowest compared OMol25 entry of this formula, charge and spin) is 386.4 kJ/mol. Its LUMO energy is 4.10 eV. The spin multiplicity is 1. Its molar mass is 100.1 g/mol. Its electronic energy is -9827.6787 eV.


[5]
The following is a DFT calculation (the ωB97M-V functional and the def2-TZVPD basis) of the ion C4H6NO2 with charge +1 at a distorted geometry.

```
13
Properties=species:S:1:pos:R:3:mulliken_charge:R:1
O -1.808 0.854 -1.402 -0.33
O -1.948 -2.223 -0.248 -0.37
N 1.068 1.335 0.032 -0.35
C -0.050 -0.890 0.706 -0.58
C -1.215 -0.004 -0.904 0.45
C 0.503 0.025 -0.352 -0.42
C -1.239 -1.294 -0.172 0.41
H 0.891 2.109 -0.633 0.36
H 0.547 1.474 1.022 0.46
H 0.463 -1.803 0.974 0.29
H 1.143 -0.580 -1.102 0.33
H 2.088 1.447 0.471 0.40
H -0.444 -0.448 1.608 0.35
```

As for the structure (SMILES): [NH3+][C@H]1CC(=O)C1=O. As for the net charge: +1. The value obtained for the relative energy (zero: lowest compared OMol25 entry of this formula, charge and spin) is 220.3 kJ/mol. Its LUMO energy is -5.15 eV. The spin multiplicity is 1. Its molar mass is 100.1 g/mol. Its electronic energy is -9820.3181 eV.


[6]
The following is a DFT calculation (the ωB97M-V functional and the def2-TZVPD basis) of the ion C4H6NO2 with charge +1 at a distorted geometry.

```
13
Properties=species:S:1:pos:R:3:mulliken_charge:R:1
O 1.132 0.579 2.235 -0.39
O -0.362 -2.329 1.867 -0.43
N 0.773 0.863 -1.220 -0.37
C -0.083 0.530 -0.027 -0.24
C -0.315 -1.293 1.223 0.34
C -0.938 -0.816 -0.031 -0.52
C 0.542 -0.007 1.384 0.30
H -1.979 -0.365 0.054 0.25
H 1.479 1.633 -0.898 0.40
H 1.152 0.058 -1.783 0.37
H 0.079 1.198 -1.967 0.40
H -0.593 1.470 0.075 0.47
H -0.887 -1.522 -0.912 0.41
```

As for the structure (SMILES): [NH3+][C@H]1CC(=O)C1=O. As for the net charge: +1. The value obtained for the relative energy (zero: lowest compared OMol25 entry of this formula, charge and spin) is 186.0 kJ/mol. Its LUMO energy is -5.50 eV. The spin multiplicity is 1. Its molar mass is 100.1 g/mol. Its electronic energy is -9820.6733 eV.


[7]
The following is a DFT calculation (the ωB97M-V functional and the def2-TZVPD basis) of the ion C4H6NO3 with charge -1 at a distorted geometry.

```
14
Properties=species:S:1:pos:R:3:mulliken_charge:R:1
O -2.997 -0.169 0.806 -0.75
O -1.787 0.483 -0.981 -0.70
O 2.046 0.484 1.040 -0.68
N 1.380 1.423 -0.858 -0.41
C 1.321 0.387 0.054 0.29
C -1.949 -0.054 0.135 0.51
C 0.483 -0.823 -0.228 -0.27
C -0.663 -0.794 0.776 -0.64
H 0.663 1.525 -1.566 0.26
H -1.059 -1.778 1.021 0.29
H 1.068 -1.744 -0.150 0.32
H -0.460 -0.227 1.686 0.24
H 2.028 2.131 -0.570 0.23
H -0.073 -0.845 -1.165 0.30
```

As for the structure (SMILES): NC(=O)CCC(=O)[O-]. As for the net charge: -1. The value obtained for the relative energy (zero: lowest compared OMol25 entry of this formula, charge and spin) is 28.9 kJ/mol. Its LUMO energy is 3.91 eV. The spin multiplicity is 1. Its molar mass is 116.1 g/mol. Its electronic energy is -11880.1697 eV.


[8]
The following is a DFT calculation (the ωB97M-V functional and the def2-TZVPD basis) of the ion C4H6NO3 with charge -1 at a distorted geometry.

```
14
Properties=species:S:1:pos:R:3:mulliken_charge:R:1
O -1.090 -2.156 0.560 -0.75
O 0.494 -2.611 -0.979 -0.72
O 1.632 1.873 0.709 -0.61
N 0.141 0.147 0.997 -0.14
C -0.864 0.628 -1.196 -1.31
C 0.057 -0.284 -0.384 0.40
C -0.219 -1.872 -0.290 0.38
C 0.980 1.100 1.413 -0.08
H -0.929 0.339 -2.242 0.34
H -0.223 -0.490 1.674 0.24
H -1.845 0.723 -0.736 0.30
H 1.055 -0.229 -0.827 0.28
H 1.117 1.258 2.502 0.37
H -0.307 1.573 -1.200 0.32
```

As for the structure (SMILES): C[C@@H](NC=O)C(=O)[O-]. As for the net charge: -1. The value obtained for the relative energy (zero: lowest compared OMol25 entry of this formula, charge and spin) is 42.3 kJ/mol. Its LUMO energy is 3.87 eV. The spin multiplicity is 1. Its molar mass is 116.1 g/mol. Its electronic energy is -11880.0301 eV.


[9]
The following is a DFT calculation (the ωB97M-V functional and the def2-TZVPD basis) of the ion C4H6NO4 with charge +1 at a distorted geometry.

```
15
Properties=species:S:1:pos:R:3:mulliken_charge:R:1
O -3.591 -0.752 -0.137 -0.14
O -2.001 0.720 -0.090 -0.28
O -0.093 -0.232 -0.137 -0.31
O 2.000 0.066 0.847 -0.40
N -2.508 -0.719 -0.384 0.46
C 1.314 -0.702 0.262 0.59
C 1.483 -2.117 -0.067 -0.76
C -0.759 0.945 -0.064 0.87
C -0.189 2.244 -0.015 -0.90
H 0.798 2.223 -0.463 0.34
H -1.018 2.993 -0.402 0.35
H 0.509 -2.409 -0.431 0.27
H 1.839 -2.711 0.884 0.31
H -0.073 2.669 1.057 0.32
H 2.289 -2.217 -0.861 0.28
```

As for the net charge: +1. The value obtained for the relative energy (zero: lowest compared OMol25 entry of this formula, charge and spin) is 23.3 kJ/mol. Its LUMO energy is -5.74 eV. The spin multiplicity is 1. Its molar mass is 132.1 g/mol. Its electronic energy is -13914.3052 eV.


[10]
The following is a DFT calculation (the ωB97M-V functional and the def2-TZVPD basis) of the ion C4H6NO5S with charge -1 at a distorted geometry.

```
17
Properties=species:S:1:pos:R:3:mulliken_charge:R:1
S 2.067 -0.595 0.159 1.10
O 1.105 -1.447 0.910 -0.68
O -1.304 2.029 1.015 -0.65
O 2.126 -1.065 -1.278 -0.77
O 3.325 -0.297 0.792 -0.65
O 1.719 1.383 -1.413 -0.59
N -0.250 0.610 -0.457 -0.27
C -2.124 -1.352 0.651 -0.66
C -2.317 -0.110 0.314 -0.37
C -1.276 0.981 0.381 0.62
C 1.141 1.036 -0.224 -0.33
H -3.007 -1.947 0.561 0.29
H -1.064 -1.551 0.909 0.27
H -3.263 0.148 0.072 0.42
H 1.832 0.572 -1.897 0.42
H 1.386 1.929 0.323 0.45
H -0.097 -0.322 -0.819 0.40
```

As for the structure (SMILES): C=CC(=O)N[C@H](O)S(=O)(=O)[O-]. As for the net charge: -1. The value obtained for the relative energy (zero: lowest compared OMol25 entry of this formula, charge and spin) is 29.1 kJ/mol. Its LUMO energy is 3.60 eV. The spin multiplicity is 1. Its molar mass is 180.2 g/mol. Its electronic energy is -26808.9872 eV.